Record 1
23
Properties=species:S:1:pos:R:3 method="wB97M-V/def2-TZVPD" multiplicity=1 gap_ha=0.2282 charge=+1 e_homo_ev=-11.8 lumo_energy_ha=-0.20588
C 0.707 1.378 -0.502
C -0.026 0.424 0.037
C -2.936 2.343 -1.172
C -1.591 2.097 -1.400
C 1.282 -1.709 2.008
C -0.664 1.835 -0.259
C -0.795 -1.800 -0.765
C -0.399 -0.954 0.387
N 3.447 -1.157 0.971
N 3.136 -1.710 2.011
N 0.930 -1.241 0.924
H 1.727 1.645 -0.841
H -3.500 2.407 -2.139
H -3.432 2.085 -0.194
H -1.057 2.406 -2.313
H 0.968 -1.892 2.981
H -0.975 2.385 0.557
H -0.066 -1.640 -1.579
H -0.944 -2.815 -0.316
H -1.851 -1.502 -0.920
H -1.105 -0.894 1.231
H 4.468 -0.893 0.916
H 2.674 -0.798 0.381

***

Record 2
24
Properties=species:S:1:pos:R:3 method="wB97M-V/def2-TZVPD" multiplicity=1 gap_ha=0.3238 charge=0 e_homo_ev=-8.4 lumo_energy_ha=0.01552
N -0.660 3.344 2.214
C 0.180 3.723 1.263
C -0.387 2.043 2.586
C 0.617 1.618 1.779
N 0.922 2.652 0.907
C 1.261 0.256 1.765
H 0.059 4.575 0.595
H -1.013 1.697 3.408
H 1.514 2.519 0.083
H 1.967 0.200 0.919
H 0.500 -0.532 1.640
H 1.816 0.066 2.699
N -1.449 -3.513 -0.697
C -0.238 -3.641 -1.232
C -1.722 -2.241 -1.088
C -0.669 -1.606 -1.724
N 0.315 -2.522 -1.802
C -0.533 -0.247 -2.197
H 0.420 -4.486 -1.033
H -2.713 -1.788 -1.058
H 1.306 -2.453 -2.047
H 0.530 0.044 -2.234
H -1.068 0.453 -1.534
H -0.956 -0.163 -3.213

***

Record 3
24
Properties=species:S:1:pos:R:3 method="wB97M-V/def2-TZVPD" multiplicity=1 gap_ha=0.3584 charge=0 e_homo_ev=-9.6 lumo_energy_ha=0.00740
C -2.523 1.624 0.421
C -1.048 1.345 0.812
C -0.383 0.427 -0.227
C -0.825 -0.991 -0.457
C 0.369 -1.891 -0.626
C 1.499 -1.660 0.345
C 2.280 -0.449 -0.195
N 2.881 0.370 0.898
N 1.835 1.098 0.988
C 1.181 0.681 -0.200
N 0.915 1.511 -1.344
N -0.269 1.183 -1.535
H -2.800 2.387 1.222
H -3.054 0.686 0.530
H -2.539 1.890 -0.628
H -0.840 0.874 1.803
H -0.393 2.240 0.820
H -1.504 -0.929 -1.441
H -1.546 -1.283 0.333
H 0.757 -1.806 -1.685
H 0.003 -2.880 -0.646
H 1.094 -1.367 1.323
H 2.141 -2.449 0.560
H 2.768 -0.610 -1.072

***

Record 4
24
Properties=species:S:1:pos:R:3 method="wB97M-V/def2-TZVPD" multiplicity=1 gap_ha=0.3240 charge=0 e_homo_ev=-8.6 lumo_energy_ha=0.00894
C 0.338 -3.125 -2.806
C -0.026 -3.428 -1.401
C -0.540 -4.473 -0.690
N -0.562 -4.188 0.656
C -0.034 -2.980 0.765
N 0.209 -2.385 -0.413
H 1.403 -2.886 -2.965
H -0.273 -2.412 -3.386
H 0.145 -4.143 -3.185
H -0.890 -5.459 -0.996
H 0.160 -2.585 1.762
H 0.681 -1.500 -0.613
C 0.425 4.782 0.443
C -0.026 3.539 1.130
C -0.504 3.439 2.414
N -0.772 2.095 2.554
C -0.296 1.454 1.486
N 0.071 2.270 0.545
H 1.148 5.366 1.038
H -0.465 5.407 0.260
H 0.887 4.535 -0.527
H -0.871 4.166 3.139
H -0.390 0.393 1.253
H 0.183 2.117 -0.461

***

Record 5
25
Properties=species:S:1:pos:R:3 method="wB97M-V/def2-TZVPD" multiplicity=3 gap_ha="0.2550 / 0.1954" charge=0 e_homo_ev="-6.1 / -8.4" s2=2.01 lumo_energy_ha="0.02901 / -0.11377"
C 1.825 -1.894 0.222
C 2.357 0.142 -0.322
C -0.015 -0.303 0.193
C -1.946 -1.662 0.653
C -2.767 -0.521 0.337
C -3.477 -0.594 -1.007
C 2.208 2.411 0.677
C 2.238 1.588 -0.616
N 3.093 -1.857 -0.010
N 3.420 -0.595 -0.346
N -0.658 0.744 0.109
N 1.270 -0.646 0.049
O -1.939 0.833 0.250
H 1.259 -2.752 0.514
H -1.750 -2.406 -0.099
H -1.734 -1.916 1.677
H -3.433 -0.215 1.146
H -4.147 -1.448 -1.025
H -2.748 -0.700 -1.806
H -4.056 0.310 -1.177
H 2.242 3.472 0.447
H 3.062 2.155 1.297
H 1.299 2.211 1.237
H 3.087 1.890 -1.230
H 1.311 1.754 -1.171

***

Record 6
25
Properties=species:S:1:pos:R:3 method="wB97M-V/def2-TZVPD" multiplicity=1 gap_ha=0.2862 charge=+1 e_homo_ev=-12.4 lumo_energy_ha=-0.16895
C -2.390 -1.182 -0.275
C -2.375 1.041 -0.154
C -1.624 -0.085 0.244
C 0.675 -2.189 0.483
C 2.301 0.298 -1.395
C 1.524 0.541 -2.398
C -0.449 -0.031 1.026
C -0.152 1.237 1.743
N -3.443 -0.748 -0.903
N 2.802 0.023 -0.321
N -3.410 0.585 -0.843
N 0.445 -0.995 1.176
N -0.054 -2.571 -0.455
H -2.205 -2.229 -0.174
H -2.207 2.088 0.009
H 1.570 -2.690 0.869
H 1.095 1.517 -2.531
H 1.360 -0.179 -3.178
H 0.009 2.039 1.021
H 0.743 1.161 2.357
H -0.988 1.535 2.375
H 3.797 0.130 -0.163
H -4.133 1.118 -1.309
H 1.215 -0.762 1.799
H 0.217 -3.431 -0.918

***

no.,DFT total energy (a.u.)
1,-475.7717
2,-531.0377
3,-530.8786
4,-531.0261
5,-606.0106
6,-585.5155